A structure of composition C6H6O2, computed with ωB97M-V/def2-TZVPD.

Atoms and positions in Å:
C  0.41477  -1.79292  -0.21941
C  0.10507  -0.70582  0.84219
C  -2.28902  -0.11756  0.12066
C  0.92930  -0.87598  -1.01411
C  0.59235  0.20929  0.03722
C  0.93139  1.63881  0.14110
O  -2.17361  -0.56120  -0.93521
O  -2.71076  0.34463  1.05855
H  0.10653  -2.86916  -0.41728
H  -0.46581  -0.78541  1.84307
H  1.56879  -0.85093  -1.85712
H  0.11194  2.29476  0.40710
H  1.26576  2.12690  -0.86419
H  1.61331  1.94459  0.85742

For the highest occupied orbital energy, the calculation gives -7.90 eV. For the HOMO-LUMO gap, the calculation gives 8.138 eV.

Here are the Mulliken charges for atoms 1 to 2, given in e: atom 1 (C): -0.17, atom 2 (C): -0.74

***

A cluster of 2 separate species, C5H9N6 in total, computed with ωB97M-V/def2-TZVPD.

Atoms and positions in Å:
C  2.24280  3.37820  -0.83186
C  0.71216  2.18197  -0.02348
C  -0.10721  1.06418  0.22510
C  0.08047  -2.49770  -0.46321
C  -0.74901  -1.26086  -0.16107
N  1.74350  2.14581  -0.87699
N  1.58826  4.18187  -0.00589
N  -1.77004  2.25848  1.96010
N  -1.68542  1.15571  1.60205
N  0.63367  3.43741  0.49916
N  0.05180  -0.06986  -0.33521
H  3.09171  3.69179  -1.40260
H  0.44628  -2.48181  -1.48702
H  0.92665  -2.57660  0.21333
H  -0.53388  -3.38416  -0.34279
H  -1.14316  -1.27832  0.85672
H  -1.59738  -1.20423  -0.85166
H  -2.45649  2.59818  2.63021
H  -0.01922  3.82171  1.16629
H  0.82734  -0.16535  -1.00705

For the highest occupied orbital energy, the calculation gives -13.89 eV. As for the net charge: +1. For the HOMO-LUMO gap, the calculation gives 9.014 eV.

Here are the Mulliken charges for atoms 1 to 2, given in e: atom 1 (C): -0.13, atom 2 (C): 1.04

***

A cluster of 2 separate species, C5H8O in total, computed with ωB97M-V/def2-TZVPD.

Atoms and positions in Å:
C  1.43061  -0.25729  -1.04479
C  0.21693  0.06420  -1.45216
C  -0.79162  -0.50266  -0.61720
C  -1.00982  -0.52985  0.71716
C  -0.13263  -0.25199  1.85444
O  1.06976  -0.03642  1.84806
H  2.09100  -0.52435  -1.83994
H  1.69818  -0.27131  0.00080
H  0.03300  0.17158  -2.51494
H  -1.51921  -0.99089  -1.25457
H  -1.99991  -0.86655  1.00092
H  -0.66303  -0.30917  2.82721
H  -0.47982  2.31362  0.44691
H  0.05656  1.99108  0.02812

As for the structure (SMILES): C=C/C=C\C=O.[H][H]. For the highest occupied orbital energy, the calculation gives -9.02 eV. For the HOMO-LUMO gap, the calculation gives 8.941 eV.

Here are the Mulliken charges for atoms 1 to 2, given in e: atom 1 (C): -0.42, atom 2 (C): -0.62

***

An isolated molecule of C5H10ClNO2, computed with ωB97M-V/def2-TZVPD.

Atoms and positions in Å:
O  0.72822  -2.59562  0.49663
C  1.07272  -1.31656  0.84830
O  1.16761  -1.11891  2.22572
C  -0.07215  -0.22485  0.27145
Cl  -1.67191  -0.87860  1.02666
C  -0.21195  -0.22917  -1.23929
C  -0.67200  1.20191  -1.57136
C  -0.51170  1.98908  -0.25903
N  0.20527  1.07653  0.61283
H  -0.19956  -2.73464  0.74444
H  2.02366  -1.06436  0.35821
H  1.22655  -1.98162  2.65393
H  -0.90873  -0.98748  -1.58550
H  0.76589  -0.43795  -1.67477
H  -0.05952  1.62819  -2.36437
H  -1.70882  1.21019  -1.90394
H  0.08071  2.89843  -0.38859
H  -1.49160  2.27025  0.14994
H  0.23731  1.29519  1.59873

As for the structure (SMILES): OC(O)[C@]1(Cl)CCCN1. For the highest occupied orbital energy, the calculation gives -9.20 eV. For the HOMO-LUMO gap, the calculation gives 9.994 eV.

Here are the Mulliken charges for atoms 1 to 2, given in e: atom 1 (O): -0.48, atom 2 (C): -0.22

***

A structure of composition CH5InO3, computed with ωB97M-V/def2-TZVPD.

Atoms and positions in Å:
O  -1.19156  0.49661  -1.20183
In  -2.09786  -0.10382  0.35381
H  -1.38486  1.34184  -1.61003
O  -0.21347  -0.13630  1.01458
O  0.09436  -1.29957  1.74429
H  0.50277  -1.91425  1.11855
C  0.81166  0.36195  -0.29266
H  1.90151  0.39816  -0.15005
H  0.87361  -0.58969  -0.83953
H  0.70385  1.44506  -0.13714

For the highest occupied orbital energy (alpha / beta), the calculation gives -14.29 / -15.05 eV. As for the net charge: +1. For the HOMO-LUMO gap (alpha / beta), the calculation gives 9.718 / 7.649 eV. The spin multiplicity is 2.

Here are the Mulliken charges for atoms 1 to 2, given in e: atom 1 (O): -0.64, atom 2 (In): 0.97

***

A cluster of 3 separate species, C2H4ClO2S2 in total, computed with ωB97M-V/def2-TZVPD.

Atoms and positions in Å:
C  -0.14152  -0.03891  -1.07000
C  -0.18187  0.77134  -0.01141
O  -3.34755  1.12266  -1.34789
O  -2.77070  1.18570  1.09176
S  -4.38890  -1.09147  0.14354
S  -3.07491  0.40449  -0.08923
Cl  3.26854  0.10981  0.12119
H  -0.14681  0.19123  -2.11934
H  -0.28623  -1.03628  -0.88748
H  -0.26840  0.34709  1.05116
H  -0.12902  1.90464  -0.12367

For the highest occupied orbital energy (alpha / beta), the calculation gives -3.91 / -3.91 eV. As for the net charge: -1. For the HOMO-LUMO gap (alpha / beta), the calculation gives 3.581 / 3.580 eV.

Here are the Mulliken charges for atoms 1 to 2, given in e: atom 1 (C): -0.45, atom 2 (C): -0.47

***

An isolated molecule of C17H20ClN3O3S2, computed with ωB97M-V/def2-TZVPD.

Atoms and positions in Å:
O  0.46810  -2.48564  1.67829
C  0.16242  -2.62503  0.50377
C  1.20615  -2.97328  -0.54918
C  2.61408  -2.76853  0.02266
N  2.81513  -1.40698  0.48830
S  2.60219  -0.25724  -0.70484
O  1.21930  0.12935  -0.83876
O  3.26488  -0.72580  -1.88344
C  3.47542  1.11067  -0.02026
C  2.96225  2.28859  0.42857
C  3.96456  3.15121  0.92020
C  5.20635  2.60289  0.83296
S  5.18125  1.02602  0.14562
N  -1.12517  -2.52763  0.10381
C  -1.57559  -2.35116  -1.25627
C  -1.74679  -0.84869  -1.50266
N  -2.57422  -0.25354  -0.46454
C  -2.52379  1.09581  -0.18482
C  -3.58927  1.71934  0.48254
C  -3.56861  3.07080  0.75724
C  -2.49874  3.86313  0.37663
C  -1.45255  3.25017  -0.28977
Cl  -0.08401  4.20097  -0.76930
C  -1.44897  1.90114  -0.58239
C  -3.17302  -1.19174  0.45127
C  -2.10606  -2.09459  1.08938
H  1.07377  -4.01181  -0.86026
H  1.10600  -2.32233  -1.41735
H  2.78933  -3.43523  0.86881
H  3.35850  -2.94705  -0.75475
H  2.19655  -1.22386  1.27079
H  1.91366  2.51882  0.39223
H  3.76506  4.13057  1.31477
H  6.14021  3.03667  1.13092
H  -2.51916  -2.89027  -1.38213
H  -0.86046  -2.76375  -1.96398
H  -0.74834  -0.40602  -1.50293
H  -2.21023  -0.67596  -2.48369
H  -4.45863  1.14822  0.76941
H  -4.40668  3.52061  1.26854
H  -2.47785  4.91963  0.58676
H  -0.58663  1.48398  -1.07306
H  -3.67774  -0.65741  1.25369
H  -3.92365  -1.79910  -0.07070
H  -2.58159  -2.97144  1.54449
H  -1.56745  -1.55449  1.87339

As for the structure (SMILES): O=C(CCNS(=O)(=O)c1cccs1)N1CCN(c2cccc(Cl)c2)CC1. For the highest occupied orbital energy, the calculation gives -7.75 eV. For the HOMO-LUMO gap, the calculation gives 8.314 eV.

Here are the Mulliken charges for atoms 1 to 2, given in e: atom 1 (O): -0.75, atom 2 (C): 0.83

***

no.,maximum force (Eh/bohr)
1,0.087
2,0.059
3,0.036
4,0.061
5,0.085
6,0.073
7,0.019